[1]
Formula: C4H13N2O
Source: the Open Molecules 2025 dataset
Level of theory: ωB97M-V/def2-TZVPD

- Maximum force: 1.45 eV/Å
- M: 105.161 g/mol
- Energy above the lowest of the compared OMol25 structures with the same formula, charge and spin: 0.6488 eV
- HOMO-LUMO gap: 7.04 eV
- LUMO energy: 4.22 eV
- Highest occupied orbital energy: -0.103 Ha
- Calculated total energy: -9386.214 eV

```
! RIJCOSX wB97M-V def2-TZVPD def2/J DEFGRID3
* xyz -1 1
C -0.1025 -1.3705 -1.9025
O -0.5105 -0.3076 -1.1358
C -0.8407 -2.6546 -1.5393
H 0.9909 -1.5529 -1.8061
H -0.2176 -1.1446 -2.9882
H -0.3669 -3.5221 -2.0279
H -1.8837 -2.6291 -1.8616
H -0.8298 -2.8040 -0.4589
C -0.3377 1.7766 1.1023
C 1.0315 1.0992 1.2538
N 1.1421 0.5650 2.6268
N -0.4468 2.3060 -0.2666
H -1.1146 1.0325 1.3003
H -0.3675 2.5917 1.8310
H 1.0787 0.3908 0.4233
H 1.7667 1.9003 1.1506
H 2.1133 0.4300 2.8930
H 0.7171 -0.3552 2.6721
H -0.4969 1.4580 -0.8672
H -1.3250 2.7905 -0.3992
*
```

Charge distribution, Löwdin scheme, values in e: -0.551, -0.366, -0.156, 0.069, 0.072, 0.044, 0.046, 0.050, -0.330, -0.302, -0.032, -0.042, 0.093, 0.087, 0.085, 0.097, 0.039, 0.051, 0.011, 0.033


[2]
Formula: C6H15N4O3
Source: the Open Molecules 2025 dataset
Level of theory: ωB97M-V/def2-TZVPD

- Maximum force: 0.99 eV/Å
- M: 191.211 g/mol
- HOMO-LUMO gap: 9.19 eV
- LUMO energy: -4.23 eV
- Highest occupied orbital energy: -0.493 Ha
- Calculated total energy: -18559.324 eV

```
! RIJCOSX wB97M-V def2-TZVPD def2/J DEFGRID3
* xyz 1 1
C 2.7678 1.1694 0.4803
C 2.3618 2.3083 -0.4637
O 0.9867 2.6934 -0.2599
C 0.1749 2.5535 -1.3724
N -0.1550 1.1322 -1.6185
C -1.1092 0.4750 -1.0098
N -1.3510 -0.8087 -1.3325
N -1.8669 1.1528 -0.0560
N -1.1964 1.1727 1.2333
C -1.2493 0.0942 1.8489
O -1.1377 -0.8713 2.4655
H 1.8719 0.7047 0.8914
H 3.3828 0.4410 -0.0429
H 3.3349 1.5553 1.3241
H 2.9631 3.1913 -0.2622
H 2.5050 1.9906 -1.4990
H -0.7359 3.1129 -1.1809
H 0.6437 2.9643 -2.2678
H 0.4019 0.6492 -2.3115
H -0.5468 -1.3736 -1.5829
H -1.9911 -1.3000 -0.7225
H -2.8305 0.8401 -0.0078
C -1.4947 -4.1714 1.1808
O -0.1650 -3.6586 1.1230
H -1.6378 -4.8290 0.3276
H -1.6535 -4.7415 2.0971
H -2.2298 -3.3596 1.1310
H -0.0441 -3.0870 1.8872
*
```

Charge distribution, Löwdin scheme, values in e: -0.051, -0.219, -0.123, -0.182, 0.177, -0.346, 0.239, 0.057, 0.144, -0.256, 0.242, 0.060, 0.077, 0.079, 0.125, 0.110, 0.141, 0.145, 0.173, 0.143, 0.123, 0.152, -0.155, -0.135, 0.082, 0.087, 0.059, 0.053


[3]
Formula: C32H40FN6O2SiTi
Source: the Open Molecules 2025 dataset
Level of theory: ωB97M-V/def2-TZVPD

- Maximum force: 1.54 eV/Å
- M: 635.663 g/mol
- Energy above the lowest of the compared OMol25 structures with the same formula, charge and spin: 0.7106 eV
- HOMO-LUMO gap: 7.01 eV
- LUMO energy: -9.42 eV
- Highest occupied orbital energy: -0.603 Ha
- Calculated total energy: -80560.889 eV

```
! RIJCOSX wB97M-V def2-TZVPD def2/J DEFGRID3
* xyz 3 1
Ti 0.0422 -0.3529 0.5617
C 2.0139 0.9740 2.4484
N 1.3928 -0.3532 2.3241
C 2.4261 -1.3901 2.2118
C 1.7771 -2.6568 1.7262
C 2.3197 -3.9115 1.9688
C 1.6646 -5.0341 1.4823
C 0.4662 -4.8579 0.8062
C -0.0143 -3.5717 0.6214
N 0.6377 -2.4782 1.0372
C 0.5709 -0.6376 3.5281
C -0.8535 -1.0493 3.2536
C -1.5978 -1.5887 4.2992
C -2.9479 -1.8360 4.1135
C -3.5053 -1.5157 2.8845
C -2.6965 -0.9930 1.8927
N -1.3849 -0.7767 2.0532
C 0.9191 2.0042 2.4686
C 1.0689 3.2193 3.1220
C 0.0115 4.1162 3.1124
C -1.1720 3.7344 2.4973
C -1.2409 2.4903 1.8919
N -0.2098 1.6417 1.8426
H 2.6656 1.1500 1.5824
H 2.6270 1.0429 3.3587
H 2.9250 -1.5585 3.1777
H 3.1945 -1.0785 1.4964
H 3.2417 -3.9994 2.5223
H 2.0769 -6.0190 1.6344
H -0.0914 -5.7013 0.4292
H -0.9666 -3.4182 0.1322
H 0.5065 0.2587 4.1601
H 1.0491 -1.4061 4.1483
H -1.1283 -1.7827 5.2531
H -3.5520 -2.2422 4.9101
H -4.5561 -1.6567 2.6988
H -3.1285 -0.7487 0.9326
H 1.9887 3.4495 3.6389
H 0.0973 5.0710 3.6056
H -2.0359 4.3803 2.5024
H -2.1753 2.1627 1.4561
C 3.8493 1.9642 -0.8872
Si 2.5248 0.6829 -1.3899
C 3.0537 -1.1340 -1.1080
C 2.1454 0.7411 -3.2748
N 1.0030 0.9520 -0.4821
C 0.2458 1.9915 -0.9755
C 0.7328 3.1636 -1.5831
C -0.1169 4.1024 -2.1386
C -1.4953 3.9341 -2.1174
C -2.0260 2.8117 -1.5008
C -1.1483 1.8967 -0.9668
F -1.6644 0.7372 -0.3279
H 4.1095 2.5798 -1.7458
H 4.7735 1.4984 -0.5610
H 3.5340 2.6441 -0.1001
H 3.3990 -1.5334 -2.0576
H 2.2310 -1.7712 -0.7781
H 3.8943 -1.2393 -0.4302
H 3.0262 1.0892 -3.8115
H 1.3327 1.4136 -3.5435
H 1.9436 -0.2587 -3.6595
H 1.7940 3.3315 -1.6102
H 0.3075 4.9801 -2.6017
H -2.1485 4.6602 -2.5713
H -3.0899 2.6414 -1.4420
O -2.0979 -1.8196 -0.6593
C -1.3007 -1.5597 -1.5447
O -0.1212 -1.1342 -1.3090
C -1.7068 -1.7226 -3.0248
N -0.9263 -0.7758 -3.8813
C -1.8634 0.3117 -4.2978
C -3.1850 -0.4252 -4.4534
C -3.1870 -1.3679 -3.2483
H -1.4889 -2.7591 -3.3066
H -0.5983 -1.2607 -4.7204
H -0.1008 -0.4349 -3.3514
H -1.5103 0.7930 -5.2082
H -1.9229 1.0543 -3.4995
H -3.2149 -0.9831 -5.3892
H -4.0380 0.2480 -4.4445
H -3.7932 -2.2517 -3.4249
H -3.5833 -0.8682 -2.3610
*
```

Charge distribution, Löwdin scheme, values in e: 1.250, -0.098, -0.212, -0.097, -0.240, 0.038, 0.016, 0.010, -0.064, 0.035, -0.067, -0.227, 0.030, 0.015, 0.009, -0.084, -0.009, -0.248, 0.032, 0.009, 0.007, -0.084, 0.046, 0.115, 0.161, 0.158, 0.120, 0.138, 0.135, 0.130, 0.111, 0.157, 0.152, 0.138, 0.136, 0.129, 0.111, 0.136, 0.133, 0.128, 0.124, -0.146, 0.560, -0.139, -0.135, -0.154, -0.315, -0.010, -0.026, -0.032, -0.010, -0.199, -0.041, 0.046, 0.043, 0.030, 0.051, 0.006, 0.034, 0.055, 0.027, 0.026, 0.100, 0.129, 0.126, 0.138, 0.040, -0.575, -0.123, -0.119, 0.116, -0.085, -0.120, -0.091, 0.183, 0.199, 0.130, 0.148, 0.116, 0.133, 0.135, 0.137, 0.125


What did the second record say?
Formula: C6H15N4O3
Source: the Open Molecules 2025 dataset
Level of theory: ωB97M-V/def2-TZVPD

- Maximum force: 0.99 eV/Å
- M: 191.211 g/mol
- HOMO-LUMO gap: 9.19 eV
- LUMO energy: -4.23 eV
- Highest occupied orbital energy: -0.493 Ha
- Calculated total energy: -18559.324 eV

```
! RIJCOSX wB97M-V def2-TZVPD def2/J DEFGRID3
* xyz 1 1
C 2.7678 1.1694 0.4803
C 2.3618 2.3083 -0.4637
O 0.9867 2.6934 -0.2599
C 0.1749 2.5535 -1.3724
N -0.1550 1.1322 -1.6185
C -1.1092 0.4750 -1.0098
N -1.3510 -0.8087 -1.3325
N -1.8669 1.1528 -0.0560
N -1.1964 1.1727 1.2333
C -1.2493 0.0942 1.8489
O -1.1377 -0.8713 2.4655
H 1.8719 0.7047 0.8914
H 3.3828 0.4410 -0.0429
H 3.3349 1.5553 1.3241
H 2.9631 3.1913 -0.2622
H 2.5050 1.9906 -1.4990
H -0.7359 3.1129 -1.1809
H 0.6437 2.9643 -2.2678
H 0.4019 0.6492 -2.3115
H -0.5468 -1.3736 -1.5829
H -1.9911 -1.3000 -0.7225
H -2.8305 0.8401 -0.0078
C -1.4947 -4.1714 1.1808
O -0.1650 -3.6586 1.1230
H -1.6378 -4.8290 0.3276
H -1.6535 -4.7415 2.0971
H -2.2298 -3.3596 1.1310
H -0.0441 -3.0870 1.8872
*
```

Charge distribution, Löwdin scheme, values in e: -0.051, -0.219, -0.123, -0.182, 0.177, -0.346, 0.239, 0.057, 0.144, -0.256, 0.242, 0.060, 0.077, 0.079, 0.125, 0.110, 0.141, 0.145, 0.173, 0.143, 0.123, 0.152, -0.155, -0.135, 0.082, 0.087, 0.059, 0.053


> Among the records above, which one has the highest HOMO-LUMO gap?

C6H15N4O3


> Among the records above, which one has the highest maximum force?

C32H40FN6O2SiTi


> Among the records above, which one has the highest highest occupied orbital energy?

C4H13N2O